C4H8NO as an isolated structure in a non-equilibrium geometry, computed with wB97M-V/def2-TZVPD.

Geometry as XYZ:
```
14
Properties=species:S:1:pos:R:3:forces:R:3:nbo_charge:R:1
C -0.9676 1.5465 -0.3661 2.3 -2.5 2.5 0.62
C 0.3170 -0.1421 1.5296 1.5 -0.2 2.8 -0.28
C 1.0278 -0.5256 0.2770 -2.1 -3.2 -0.9 -0.08
C 0.3938 -1.5347 -0.6888 -0.4 1.2 -1.0 -0.61
N 0.5546 0.7682 0.4903 -2.3 5.6 -3.1 -0.28
O -0.9929 2.0875 -1.4884 1.1 -0.7 0.3 -0.56
H -1.7281 1.5070 0.4704 0.3 0.7 -1.2 0.21
H -0.6858 -0.3435 1.8038 -0.9 -0.9 -0.2 0.22
H 0.9776 -0.0071 2.4797 -1.3 0.2 -1.7 0.24
H 2.0500 -0.7103 0.3448 1.9 0.5 0.1 0.24
H -0.6680 -1.1790 -0.8448 0.8 -1.0 0.2 0.19
H 0.5112 -2.5611 -0.3208 -0.4 0.4 0.1 0.25
H 0.8875 -1.5158 -1.7015 -0.4 0.2 1.0 0.24
H -1.6770 2.6102 -1.9853 -0.1 -0.3 1.2 0.59
```
Forces are in eV/Å.

**Calculated total energy**: -286.73523 Eh
**HOMO-LUMO gap (spin up / spin down)**: 7.97 / 7.97 eV
**ΔE to the lowest compared entry with this formula, charge and spin**: 130.06 kcal/mol
**2S+1**: 1
**LUMO energy (spin up / spin down)**: -6.080 / -6.079 eV
**Charge**: +1